Here is a 2-piece molecular cluster, C3H3NO3 overall at a distorted geometry from the OMol25 dataset. Energies are from ωB97M-V with the def2-TZVPD basis set.

Results
- gap between HOMO and LUMO (eV) = 8.692
- ΔE to the lowest compared entry with this formula, charge and spin (kJ/mol) = 397.19
- spin multiplicity = 1
- E_HOMO (eV) = -8.65
- LUMO energy (eV) = 0.0

Geometry (Å):
C  0.274  -0.929  0.133
C  -0.945  -0.406  0.582
C  0.333  1.142  -0.699
H  1.779  -2.044  0.065
H  -1.978  -0.901  0.627
H  -1.265  1.970  0.719
N  -0.991  0.854  -0.147
O  0.961  -1.977  0.340
O  0.755  2.271  -1.116
O  1.076  0.020  -0.503

***

Here is the molecule C3H3NO3 from the OMol25 dataset. Energies are from ωB97M-V with the def2-TZVPD basis set.

Results
- gap between HOMO and LUMO (eV) = 10.421
- structure (SMILES) = [H]/N=C(/C=O)OC=O
- ΔE to the lowest compared entry with this formula, charge and spin (kJ/mol) = 163.60
- spin multiplicity = 1
- E_HOMO (eV) = -10.85
- LUMO energy (eV) = -0.4

Geometry (Å):
N  -0.919  1.544  -0.894
C  -0.538  0.460  -0.386
O  0.593  -0.205  -0.838
C  1.535  -0.469  0.108
O  1.607  0.091  1.162
C  -1.267  -0.410  0.650
O  -0.822  -1.507  0.871
H  -0.230  1.847  -1.596
H  2.218  -1.237  -0.271
H  -2.177  -0.113  1.195

***

Here is the molecule C3H3NO3S at a distorted geometry from the OMol25 dataset. Energies are from ωB97M-V with the def2-TZVPD basis set.

Results
- gap between HOMO and LUMO (eV) = 9.319
- ΔE to the lowest compared entry with this formula, charge and spin (kJ/mol) = 340.87
- spin multiplicity = 1
- E_HOMO (eV) = -9.47
- LUMO energy (eV) = -0.1

Geometry (Å):
C  0.630  0.649  0.200
C  2.848  -0.291  0.145
C  1.561  -0.496  0.290
N  -0.651  0.615  0.307
O  3.955  0.042  -0.164
O  -1.881  -1.220  -0.917
O  -3.169  0.665  -0.043
S  -2.011  -0.482  0.324
H  1.045  1.588  0.188
H  1.042  -1.410  0.566
H  -3.370  0.339  -0.897

***

Here is a 2-piece molecular cluster, C3H3NO4 overall at a distorted geometry from the OMol25 dataset. Energies are from ωB97M-V with the def2-TZVPD basis set.

Results
- gap between HOMO and LUMO (eV) = 9.220
- ΔE to the lowest compared entry with this formula, charge and spin (kJ/mol) = 737.68
- spin multiplicity = 1
- E_HOMO (eV) = -10.21
- LUMO energy (eV) = -1.0

Geometry (Å):
C  0.662  0.478  0.645
C  -0.434  -0.011  1.281
C  -1.357  -0.276  0.207
H  2.538  0.750  0.649
H  -0.718  0.227  2.359
H  0.820  -1.618  -2.296
N  0.738  0.392  -0.889
O  1.735  1.014  1.191
O  -2.479  -0.480  0.200
O  -0.738  0.024  -1.184
O  1.352  -0.964  -1.118

***

Here is a 2-piece molecular cluster, C3H3NOS overall at a distorted geometry from the OMol25 dataset. Energies are from ωB97M-V with the def2-TZVPD basis set.

Results
- gap between HOMO and LUMO (eV) = 10.088
- structure (SMILES) = C=C=O.N=C=S
- ΔE to the lowest compared entry with this formula, charge and spin (kJ/mol) = 160.40
- spin multiplicity = 1
- E_HOMO (eV) = -9.39
- LUMO energy (eV) = 0.7

Geometry (Å):
C  0.609  0.831  -0.487
C  0.880  -0.069  0.444
C  -1.750  -0.954  -0.264
N  -1.246  -1.889  -0.826
O  1.025  -1.013  1.126
S  -2.528  0.021  0.580
H  1.026  1.086  -1.364
H  0.085  1.700  -0.065
H  -0.392  -2.371  -1.082

***

Here is a 2-piece molecular cluster, C3H3NOS overall at a distorted geometry from the OMol25 dataset. Energies are from ωB97M-V with the def2-TZVPD basis set.

Results
- gap between HOMO and LUMO (eV) = 9.084
- ΔE to the lowest compared entry with this formula, charge and spin (kJ/mol) = 263.46
- spin multiplicity = 1
- E_HOMO (eV) = -8.41
- LUMO energy (eV) = 0.7

Geometry (Å):
C  -0.362  0.236  1.094
C  -3.184  0.364  0.935
C  1.026  0.162  -0.842
N  0.338  0.041  0.158
O  -3.113  -0.624  1.575
S  -3.586  1.486  -0.029
H  -0.206  -0.422  1.851
H  1.759  0.886  -1.059
H  0.782  -0.685  -1.478

***

Here is a 2-piece molecular cluster, C3H3NOS overall at a distorted geometry from the OMol25 dataset. Energies are from ωB97M-V with the def2-TZVPD basis set.

Results
- gap between HOMO and LUMO (eV) = 7.797
- ΔE to the lowest compared entry with this formula, charge and spin (kJ/mol) = 304.48
- spin multiplicity = 1
- E_HOMO (eV) = -8.84
- LUMO energy (eV) = -1.0

Geometry (Å):
C  2.034  -0.038  0.224
C  1.069  0.744  -0.322
C  -0.675  -0.281  0.380
N  2.632  -0.954  0.663
O  0.825  1.649  -1.037
S  -1.795  -0.500  -1.082
H  -0.197  -1.249  0.727
H  -0.996  0.520  1.065
H  -2.897  0.109  -0.619

***

Here is the molecule C3H3NOS2 at a distorted geometry from the OMol25 dataset. Energies are from ωB97M-V with the def2-TZVPD basis set.

Results
- gap between HOMO and LUMO (eV) = 6.848
- structure (SMILES) = S=CC1=NSCO1
- ΔE to the lowest compared entry with this formula, charge and spin (kJ/mol) = 374.33
- spin multiplicity = 1
- E_HOMO (eV) = -8.84
- LUMO energy (eV) = -2.0

Geometry (Å):
C  -1.498  -0.878  -0.188
C  -0.133  -0.488  -0.120
C  1.467  1.276  0.206
H  -1.728  -1.833  0.028
H  1.560  1.693  1.268
H  1.983  2.183  -0.370
N  0.890  -1.334  0.205
O  0.046  0.866  -0.422
S  -2.761  0.294  0.119
S  2.297  -0.236  -0.017